(1)
Entry from the Open Molecules 2025 dataset: a 5-piece molecular cluster, C8H28NO7 overall (the ωB97M-V functional and the def2-TZVPD basis).

Summary:
relative energy (zero: lowest compared OMol25 entry of this formula, charge and spin)	0.149	eV
charge	+1
HOMO-LUMO gap	10.979	eV
spin multiplicity	1
molar mass	250.3	g/mol
HOMO level	-13.2	eV

Atoms and positions in Å:
N1 -25.88870 -4.91714 3.95253
H1 -25.48183 -5.73353 4.44979
H2 -26.63754 -5.27623 3.32932
H3 -25.22066 -4.40412 3.37190
H4 -26.32185 -4.24975 4.61337
C1 -22.75273 -6.40451 1.83159
C2 -22.24522 -5.19277 2.59782
O1 -23.21995 -4.14062 2.61599
H5 -22.00514 -7.18995 1.72600
H6 -23.06781 -6.11481 0.82089
H7 -23.66872 -6.85078 2.22931
H8 -21.34123 -4.82262 2.11292
H9 -22.08049 -5.49659 3.63014
H10 -23.19270 -3.74493 1.73919
C3 -27.30335 -2.38176 6.14155
C4 -27.99836 -3.54687 6.80422
O2 -28.16136 -4.63005 5.90140
O3 -25.94941 -2.74707 5.80076
H11 -27.37796 -1.53683 6.82609
H12 -27.85207 -2.15637 5.22029
H13 -28.96616 -3.15263 7.12956
H14 -27.40698 -3.86445 7.66875
H15 -28.73145 -5.29162 6.30340
H16 -25.55282 -1.95482 5.41559
C5 -27.60862 -3.74031 0.78815
C6 -27.42337 -5.23999 0.60845
O4 -27.53069 -5.98182 1.82501
O5 -26.56361 -3.18263 1.58646
H17 -28.56794 -3.54563 1.26873
H18 -27.61328 -3.21023 -0.16502
H19 -26.40124 -5.44323 0.28005
H20 -28.10671 -5.66132 -0.13148
H21 -28.45100 -6.16502 2.04416
H22 -25.84507 -2.92905 1.00398
C7 -24.66791 -7.06663 6.62725
C8 -25.50911 -8.08720 7.36246
O6 -25.04728 -9.41773 7.09215
O7 -24.82905 -7.15327 5.21326
H23 -23.61497 -7.15878 6.91157
H24 -24.98342 -6.09165 7.01496
H25 -26.57212 -7.98238 7.13818
H26 -25.42361 -7.89044 8.43666
H27 -24.52305 -9.66096 7.86012
H28 -24.56561 -8.07079 5.03277

(2)
Entry from the Open Molecules 2025 dataset: a 8-piece molecular cluster, C8H29N14O10 overall (the ωB97M-V functional and the def2-TZVPD basis).

Summary:
relative energy (zero: lowest compared OMol25 entry of this formula, charge and spin)	4.500	eV
charge	-1
HOMO-LUMO gap	8.999	eV
spin multiplicity	1
molar mass	481.4	g/mol
HOMO level	-6.9	eV

Atoms and positions in Å:
O1 -0.20004 0.50167 1.37640
C1 0.74420 0.00885 0.57406
O2 1.46122 -0.91166 0.96905
O3 0.99180 0.46417 -0.50309
H1 -0.07179 0.03829 2.20732
C2 -1.03528 3.53000 2.74085
O4 -2.14409 3.20675 2.36402
N1 -0.78931 4.71353 3.18029
N2 0.04157 2.94227 2.32677
H2 0.09072 5.19374 3.05762
H3 -1.61989 5.26159 3.35311
H4 0.88571 2.99999 2.87831
H5 -0.19585 2.09206 1.83598
C3 4.97958 -0.75620 0.51986
O5 6.07560 -1.23693 0.63497
N3 4.14516 -0.74913 1.48593
N4 4.40704 -0.08312 -0.44302
H6 3.14838 -0.65301 1.35441
H7 4.56832 -1.29985 2.21924
H8 3.40360 0.01003 -0.37571
H9 4.81015 -0.14863 -1.36678
C4 -3.62397 -0.96540 3.18260
O6 -3.69724 -0.80438 4.38236
N5 -2.77093 -1.69210 2.53898
N6 -4.45013 -0.51748 2.24191
H10 -2.99253 -1.73174 1.55438
H11 -1.84629 -1.69568 2.94533
H12 -5.19805 0.15513 2.33309
H13 -4.04420 -0.67603 1.33076
C5 0.82086 1.98202 -3.55797
O7 0.58588 2.27898 -4.70871
N7 1.96735 1.95353 -2.93248
N8 -0.16852 1.58690 -2.85941
H14 2.75406 2.15499 -3.53297
H15 1.99168 1.79574 -1.93517
H16 0.02217 1.12883 -1.97969
H17 -1.04127 2.05601 -3.05520
C6 -1.00645 -3.51268 0.20536
O8 -1.95635 -4.25530 0.36562
N9 -0.81795 -3.00238 -1.01983
N10 -0.15714 -3.28367 1.15565
H18 -1.61959 -3.18697 -1.60583
H19 0.08478 -2.61900 -1.26107
H20 -0.17852 -3.77373 2.03853
H21 0.53445 -2.55906 1.02628
C7 2.27183 -2.27469 -2.70532
O9 2.65825 -2.82584 -3.67302
N11 1.73102 -1.11503 -2.64978
N12 2.43651 -2.72425 -1.50139
H22 1.69956 -0.63792 -3.53943
H23 1.56330 -0.68279 -1.75248
H24 1.96459 -2.29249 -0.71974
H25 2.97679 -3.56832 -1.37588
C8 -3.13823 0.81228 -0.91699
O10 -3.19956 -0.33238 -0.37773
N13 -2.79405 1.87331 -0.27842
N14 -3.24574 1.02136 -2.24403
H26 -2.47964 1.78402 0.67723
H27 -2.77570 2.77493 -0.73321
H28 -3.43912 0.27348 -2.89470
H29 -3.11889 1.97320 -2.55707

(3)
Entry from the Open Molecules 2025 dataset: C8H29N14O10Ti as an isolated structure (the ωB97M-V functional and the def2-TZVPD basis).

Summary:
relative energy (zero: lowest compared OMol25 entry of this formula, charge and spin)	5.553	eV
charge	0
HOMO-LUMO gap (alpha / beta)	3.107 / 7.623	eV
spin multiplicity	4
molar mass	529.3	g/mol
HOMO level (alpha / beta)	-6.8 / -8.9	eV

Atoms and positions in Å:
Ti1 4.25003 -2.49294 -0.41923
O1 -0.45101 1.90457 0.63517
C1 0.56090 1.07667 0.44155
O2 0.42020 -0.12360 0.46570
O3 1.69262 1.45648 0.21486
H1 -0.21784 2.71212 0.17138
C2 4.21886 6.22106 -3.54358
O4 4.24233 7.16587 -4.30685
N1 3.17724 5.73581 -3.05235
N2 5.35295 5.72463 -3.07539
H2 3.32993 4.81382 -2.66932
H3 2.38551 6.35718 -3.13703
H4 5.30450 5.11908 -2.26851
H5 6.20538 6.18581 -3.35962
C3 -5.81265 -0.32622 -3.93511
O5 -6.72384 -0.13334 -3.21631
N3 -4.77176 -1.02565 -3.61469
N4 -5.86199 0.09389 -5.18966
H6 -4.70256 -0.98116 -2.60804
H7 -3.97152 -1.01426 -4.23079
H8 -6.81371 0.28883 -5.46595
H9 -5.10854 -0.03538 -5.84974
C4 0.51146 -0.93810 7.49921
O6 0.26582 -1.08816 8.71599
N5 0.22180 0.18496 6.85449
N6 1.38992 -1.75505 6.91893
H10 0.32792 0.27434 5.85406
H11 -0.15505 0.96344 7.37608
H12 1.67179 -2.67096 7.23792
H13 1.41078 -1.64832 5.91481
C5 3.17018 6.85327 4.36477
O7 2.18100 7.57910 4.26628
N7 4.01749 7.02941 5.32555
N8 3.36337 5.78138 3.72415
H14 3.72598 7.78611 5.92765
H15 4.95182 6.64619 5.30906
H16 2.69749 5.43458 3.04855
H17 3.95909 5.06711 4.11789
C6 2.50774 0.07819 -7.03289
O8 1.27253 -0.02559 -7.08291
N9 3.33917 0.07251 -8.02147
N10 3.06002 0.49026 -5.92438
H18 2.94654 -0.28974 -8.87862
H19 4.34138 0.19487 -7.99506
H20 4.03435 0.74171 -6.01133
H21 2.41307 0.43306 -5.15089
C7 -2.89244 -7.80453 -2.42873
O9 -3.80447 -7.35704 -3.06475
N11 -1.97321 -7.13367 -1.80589
N12 -2.64578 -9.14562 -2.35411
H22 -1.35494 -7.59829 -1.15630
H23 -2.06634 -6.15267 -1.58439
H24 -1.79626 -9.50119 -1.93941
H25 -3.28765 -9.64004 -2.95714
C8 -3.97906 -4.37660 4.75978
O10 -3.24500 -5.27184 4.39831
N13 -4.84561 -4.28368 5.66100
N14 -4.07496 -3.28621 4.10044
H26 -4.93937 -5.15768 6.15843
H27 -5.41045 -3.47265 5.86905
H28 -3.34780 -3.11385 3.42100
H29 -4.66725 -2.62243 4.57865

(4)
Entry from the Open Molecules 2025 dataset: C8H2As3CrF24O10S2 as an isolated structure (the ωB97M-V functional and the def2-TZVPD basis).

Summary:
charge	-5
HOMO-LUMO gap (alpha / beta)	3.093 / 4.437	eV
spin multiplicity	5
molar mass	1054.9	g/mol
HOMO level (alpha / beta)	6.7 / 5.4	eV

Atoms and positions in Å:
Cr1 -0.58408 16.13474 -12.92132
C1 -1.64698 13.68624 -16.07201
C2 -0.88422 14.47056 -15.07669
C3 0.07531 13.75602 -14.11780
O1 0.39952 14.44252 -13.08225
C4 0.36451 12.39274 -14.33091
C5 -0.38405 11.64621 -15.30207
C6 -1.39651 12.36042 -16.19497
O2 -2.15955 11.87421 -17.09774
O3 -0.21281 10.39073 -15.29492
O4 -1.33939 15.58659 -14.67980
H1 -2.43700 14.25437 -16.54050
H2 1.06708 11.90207 -13.67362
As1 -3.93064 17.75520 -13.98283
F1 -5.15947 17.05621 -12.97412
F2 -4.09171 16.24087 -14.86015
F3 -2.41636 18.07406 -15.06193
F4 -3.81117 19.28170 -13.09653
F5 -2.60363 17.00617 -12.94022
F6 -5.07052 18.46411 -15.15229
As2 1.34041 16.24133 -9.51231
F7 2.33358 16.70639 -8.12731
F8 1.58612 17.88651 -10.07115
F9 0.38049 15.98292 -11.01430
F10 1.13063 14.55363 -8.87812
F11 -0.17897 16.83501 -8.66277
F12 2.77917 15.71489 -10.49957
As3 -2.72702 13.90840 -10.63085
F13 -3.70242 12.99458 -9.49694
F14 -4.13095 14.17085 -11.78099
F15 -1.78675 15.00464 -11.78072
F16 -1.15449 13.66944 -9.73287
F17 -2.25291 12.37736 -11.59408
F18 -3.11171 15.43205 -9.71851
C7 -0.96302 20.45311 -10.80878
F19 -2.27742 20.28156 -10.74494
F20 -0.65399 21.73981 -10.82817
F21 -0.39070 19.89852 -9.71181
S1 -0.24505 19.57687 -12.42359
O5 1.21579 19.86985 -12.38954
O6 -0.53249 18.12209 -12.25515
O7 -0.93420 20.05951 -13.61647
C8 2.94869 18.46492 -15.08977
F22 4.00720 18.43137 -15.90142
F23 3.31343 18.38514 -13.83624
F24 2.15454 19.56787 -15.37262
S2 1.69170 17.01866 -15.38648
O8 1.07141 17.42671 -16.61568
O9 2.42429 15.76525 -15.56587
O10 0.72020 16.97671 -14.26217